# 1
# C32H40B3O39V

C32H40B3O39V as an isolated structure (wB97M-V/def2-TZVPD, the Open Molecules 2025 dataset).

Element x y z (Å)
V  3.412072  -0.212542  26.964614
O  5.297436  0.039151  25.348890
C  5.859259  -0.054660  24.259254
O  5.248846  0.106441  23.112213
B  6.209179  0.057441  21.957718
O  7.507350  -0.215690  22.616035
C  7.346858  -0.270222  23.913604
O  8.170335  -0.412146  24.838065
O  6.220743  1.299141  21.177211
C  5.886833  1.060880  19.949765
O  5.755201  1.881814  19.086561
C  5.709464  -0.418934  19.786292
O  5.844890  -0.992377  20.970107
O  5.370520  -0.975371  18.764033
O  3.549069  -2.071312  25.665574
C  3.635527  -2.822501  24.678029
O  4.270245  -2.637691  23.455108
B  4.187254  -3.916996  22.765247
O  3.253434  -4.793905  23.484273
C  2.876655  -4.185591  24.565101
O  2.101664  -4.696844  25.389820
O  5.578011  -4.470277  22.673442
C  5.957984  -4.455403  21.405501
O  7.048874  -4.676134  20.904527
C  4.777843  -3.850580  20.574766
O  3.766662  -3.686087  21.375996
O  4.801870  -3.460218  19.406240
O  1.138458  -0.574133  26.215213
C  0.093524  -0.773284  25.658949
O  -0.460157  -0.004525  24.763600
B  -1.528526  -0.718528  24.059141
O  -1.709043  -1.942989  24.793775
C  -0.781378  -2.051491  25.715164
O  -0.472994  -3.017045  26.388928
O  -1.193687  -0.906111  22.645989
C  -2.038415  -0.371191  21.897245
O  -2.144565  -0.481914  20.666508
C  -3.121360  0.347383  22.760967
O  -2.736965  0.112732  23.990170
O  -4.118441  0.926704  22.397432
C  4.586686  5.805608  29.593584
C  5.370119  5.031873  28.536325
O  4.817548  3.763712  28.413036
C  5.331826  2.678512  27.824210
O  4.671332  1.602318  27.683749
O  6.626379  2.865452  27.507629
C  7.361348  1.821067  26.798819
H  3.654310  6.096312  29.109565
H  5.134953  6.656796  29.997280
H  4.418242  5.278417  30.532631
H  6.384503  4.938605  28.924185
H  5.264474  5.402624  27.516779
H  7.275718  0.807599  27.190809
H  8.418018  2.077949  26.724235
H  6.962002  1.806095  25.784713
C  3.117050  2.605334  32.308991
C  3.180357  2.100023  30.842634
O  2.100562  2.553821  30.056905
C  1.621763  1.867433  28.923631
O  2.186094  1.011480  28.279675
O  0.397623  2.312400  28.647926
C  -0.369395  2.018906  27.471515
H  4.018776  2.594191  32.921246
H  2.311120  2.058862  32.798829
H  2.993889  3.681909  32.191043
H  3.192310  1.011864  30.780481
H  4.100470  2.451701  30.375918
H  0.279084  1.739230  26.641244
H  -0.973825  2.882254  27.193331
H  -1.066036  1.201034  27.655570
C  7.993497  -0.884502  31.045730
C  7.377341  -0.816755  29.693945
O  6.808781  -2.077510  29.332784
C  5.734248  -2.229694  28.467920
O  5.119758  -1.253716  28.018311
O  5.528864  -3.560123  28.053873
C  6.003212  -4.685047  28.852870
H  8.736497  -1.680698  31.091677
H  7.177326  -1.085308  31.739742
H  8.434794  0.109553  31.117916
H  8.041802  -0.636986  28.848800
H  6.642407  -0.014195  29.756272
H  7.075509  -4.508377  28.936929
H  5.810778  -5.643285  28.370325
H  5.447838  -4.655889  29.790319
C  2.063067  5.480389  25.955862
C  2.175922  3.902048  25.949904
O  2.451957  3.498040  24.633235
C  2.595868  2.160848  24.365900
O  2.638857  1.267248  25.237674
O  2.767213  1.994502  23.055091
C  3.311559  2.903076  22.127400
H  2.420033  5.864289  26.911529
H  1.009012  5.749912  25.889406
H  2.629767  5.975155  25.167089
H  1.229943  3.433144  26.220756
H  2.928665  3.622194  26.686901
H  4.229155  3.359242  22.498928
H  2.590847  3.637578  21.767999
H  3.571216  2.259773  21.286662
C  -0.886256  -1.655846  29.589584
C  0.295515  -2.084539  30.442066
O  0.886920  -3.167100  29.771185
C  1.835192  -2.904788  28.879034
O  2.262508  -1.843372  28.451175
O  2.412455  -4.002087  28.447982
C  2.129928  -5.360520  28.886661
H  -1.631056  -1.066778  30.124710
H  -1.294718  -2.586861  29.196546
H  -0.784506  -1.233084  28.590078
H  -0.124215  -2.611973  31.298648
H  1.032411  -1.328759  30.713845
H  1.117214  -5.584600  29.221789
H  2.732157  -5.594228  29.764612
H  2.494277  -6.061016  28.135226

Forces on atoms 1 to 2 (eV/Å):
-0.1 -0.5 -0.7
1.5 -0.3 -1.1

Results
spin multiplicity = 4
energy = -5197.0613 hartree
net charge = -1
frontier orbital gap = 7.391 eV

=====

# 2
# C33H53N2O2P2SSr

C33H53N2O2P2SSr as an isolated structure (wB97M-V/def2-TZVPD, the Open Molecules 2025 dataset).

Element x y z (Å)
C  -2.263794  -1.837340  -1.146369
C  -3.160166  0.110485  -0.171382
C  -3.531426  -2.289595  -1.526920
C  -4.434954  -0.235718  -0.677670
C  -4.627083  -1.442959  -1.329119
H  -3.622027  -3.268280  -1.995970
H  -5.251462  0.466715  -0.512539
H  -5.615407  -1.742853  -1.679698
N  -2.072198  -0.697423  -0.466171
P  0.424251  -1.680199  -2.120609
P  -1.624929  1.552668  1.719122
C  -1.026572  -2.682596  -1.552465
H  -0.713232  -3.285529  -0.690361
H  -1.298542  -3.393944  -2.347026
C  -2.991700  1.274242  0.670705
H  -3.789018  2.021381  0.640934
C  -1.905039  0.619480  3.383590
C  -1.142962  3.382887  1.845576
C  2.045900  -2.700556  -1.966920
C  -0.109998  -1.132554  -3.837775
C  -0.522755  0.292876  3.984379
H  0.015883  1.187213  4.324261
H  -0.666427  -0.370601  4.849625
H  0.116134  -0.242367  3.271295
C  -2.711405  1.506646  4.326890
H  -2.162825  2.399747  4.647707
H  -3.658915  1.830667  3.883938
H  -2.949991  0.939905  5.234250
C  -2.660138  -0.691106  3.114672
H  -2.633050  -1.310712  4.024099
H  -3.708671  -0.511094  2.847930
H  -2.193814  -1.269115  2.312986
C  -0.018084  3.551790  2.891973
H  0.856872  2.930379  2.640961
H  0.322987  4.600495  2.884748
H  -0.336810  3.310745  3.914527
C  -0.587995  3.885928  0.493206
H  0.399402  3.454600  0.256252
H  -1.273435  3.700921  -0.343366
H  -0.436073  4.974712  0.579159
C  -2.395855  4.181877  2.198876
H  -2.842985  3.876210  3.150547
H  -2.128343  5.245669  2.281761
H  -3.154211  4.085129  1.414010
C  1.053082  -0.326055  -4.453744
H  0.726454  0.109158  -5.412563
H  1.337370  0.513569  -3.798948
H  1.936399  -0.951743  -4.652278
C  -1.340906  -0.199207  -3.710288
H  -2.240610  -0.757749  -3.414858
H  -1.167872  0.616924  -2.990659
H  -1.531786  0.264218  -4.696172
C  -0.491193  -2.326720  -4.716691
H  -0.763581  -1.960710  -5.718866
H  0.328773  -3.043583  -4.839306
H  -1.360630  -2.865662  -4.319226
C  2.145470  -3.358856  -0.577898
H  1.301135  -4.025766  -0.364052
H  3.071700  -3.958251  -0.549606
H  2.210524  -2.612162  0.225238
C  3.256746  -1.755336  -2.117239
H  3.322078  -1.030869  -1.292297
H  4.172724  -2.368650  -2.082747
H  3.258494  -1.203954  -3.067278
C  2.078757  -3.775826  -3.048095
H  1.194486  -4.424070  -3.016508
H  2.178343  -3.356075  -4.057507
H  2.957798  -4.414250  -2.884798
Sr  0.396806  0.164080  0.116538
C  0.478198  2.188149  -2.304385
O  0.528045  3.163451  -2.914423
N  0.174158  -1.937208  1.533113
C  -0.062918  -2.884270  2.193142
C  -0.227540  -4.016639  3.019342
C  0.934451  -4.640806  3.505488
C  -1.507848  -4.492413  3.355758
C  0.809587  -5.746572  4.337359
H  1.904977  -4.240316  3.225924
C  -1.609045  -5.595333  4.202963
H  -2.389255  -3.998108  2.955735
C  -0.456577  -6.217507  4.682298
H  1.712937  -6.225344  4.711359
H  -2.594937  -5.960578  4.483401
H  -0.545256  -7.082480  5.338114
C  4.497751  1.968815  1.850262
S  2.979831  1.771187  0.887809
C  3.533620  2.068104  -0.808270
O  2.698296  0.237290  0.941761
H  4.730292  3.034888  1.924874
H  5.329567  1.429019  1.381030
H  4.312329  1.579633  2.859524
H  3.018413  1.390305  -1.502272
H  3.313690  3.108239  -1.111546
H  4.619866  1.906457  -0.841010

Forces on atoms 1 to 2 (eV/Å):
-0.3 -0.4 -0.2
1.1 1.0 1.0

Results
energy = -2660.6564 hartree
net charge = +1
frontier orbital gap = 5.519 eV

=====

# 3
# C8H16Br8

A 4-piece molecular cluster, C8H16Br8 overall (wB97M-V/def2-TZVPD, the Open Molecules 2025 dataset).

Element x y z (Å)
Br  -0.485985  -6.081796  -2.571490
C  -1.324805  -7.209516  -3.917250
C  -1.469645  -6.471156  -5.222660
Br  -2.636745  -7.659726  -6.400410
H  -2.218605  -7.561406  -3.402080
H  -0.656415  -8.065176  -4.013120
H  -0.473715  -6.346116  -5.647630
H  -1.992525  -5.514996  -5.243960
Br  1.622515  -0.598676  3.209730
C  1.726395  0.285304  1.431430
C  2.664275  1.471454  1.372410
Br  3.029525  2.044674  -0.534670
H  0.741245  0.706084  1.230160
H  2.025815  -0.451666  0.686220
H  3.599755  1.234184  1.879040
H  2.279495  2.284564  1.987960
Br  -5.581295  -0.464256  -2.795570
C  -7.309085  -0.398766  -3.851650
C  -8.367825  -0.382456  -2.785100
Br  -10.150575  -0.318456  -3.732450
H  -7.371845  -1.336126  -4.404370
H  -7.144455  0.349404  -4.627050
H  -8.377985  0.528854  -2.187180
H  -8.275625  -1.257596  -2.141880
Br  8.884855  6.008684  4.899740
C  7.305645  6.810454  5.932820
C  6.588295  5.865544  6.894680
Br  5.097905  6.810224  7.904460
H  6.690205  7.548864  5.418920
H  7.862105  7.535794  6.526370
H  7.305795  5.724484  7.703010
H  6.413295  4.909324  6.401580

Forces on atoms 1 to 2 (eV/Å):
0.2 0.3 0.0
0.0 -0.3 0.7

Results
energy = -20906.4834 hartree
net charge = 0
frontier orbital gap = 10.520 eV
structure (SMILES) = BrCCBr.BrCCBr.BrCCBr.BrCCBr

=====

Record order is preserved below.
Relative energy (zero: lowest compared OMol25 entry of this formula, charge and spin): 394.99; 34.32; 173.18 kJ/mol
Record order is preserved below.
F_max: 6.61; 4.03; 1.98 eV/A